Molecular formula: C11H44Fe2O23S3
Method: DFT, wB97M-V/def2-TZVPD

```
! wB97M-V def2-TZVPD RIJCOSX def2/J DEFGRID3
* xyz 0 11
Fe -14.008 0.821 14.697
Fe -10.896 -2.211 13.157
S -11.468 0.142 15.324
O -10.989 -0.782 14.349
O -12.825 -0.242 15.761
O -10.524 0.323 16.341
O -12.129 1.308 14.744
S -8.731 -3.698 12.620
O -9.029 -2.612 13.562
O -10.086 -3.557 12.111
O -7.797 -3.458 11.562
O -8.493 -4.929 13.368
S -13.909 -1.058 12.641
O -14.796 -1.321 11.577
O -13.616 0.328 12.893
O -14.516 -1.104 13.971
O -12.609 -1.752 12.611
C -10.768 -7.063 16.203
O -11.971 -7.821 16.363
H -9.927 -7.742 16.058
H -10.863 -6.289 15.442
H -10.434 -6.404 17.005
H -11.930 -8.593 15.794
C -11.032 -0.068 10.877
O -10.247 -0.862 11.735
H -11.419 -0.745 10.115
H -11.862 0.420 11.388
H -10.435 0.520 10.180
H -9.327 -0.648 11.562
C -10.452 -2.457 18.849
O -10.093 -3.746 18.707
H -11.519 -2.387 19.056
H -9.838 -1.942 19.589
H -10.292 -1.970 17.888
H -9.430 -3.767 18.012
C -9.259 -4.490 8.545
O -8.260 -3.576 8.959
H -9.032 -5.493 8.906
H -10.167 -4.124 9.023
H -9.324 -4.531 7.457
H -8.150 -3.530 9.912
C -7.479 -4.472 16.751
O -8.697 -4.573 16.016
H -6.663 -4.343 16.040
H -7.401 -3.664 17.479
H -7.328 -5.431 17.245
H -8.627 -4.980 15.149
C -10.101 -7.423 11.579
O -10.304 -6.836 12.890
H -9.244 -8.096 11.575
H -10.979 -7.926 11.174
H -9.868 -6.618 10.881
H -9.521 -6.336 13.131
C -7.045 -0.055 12.205
O -7.713 -0.731 11.151
H -6.034 0.222 11.908
H -7.491 0.914 12.429
H -7.036 -0.768 13.030
H -7.526 -1.655 11.328
C -7.502 -0.286 16.357
O -8.171 0.469 17.340
H -6.724 0.253 15.815
H -7.032 -1.183 16.759
H -8.230 -0.397 15.553
H -9.106 0.465 17.120
C -13.726 -5.839 12.090
O -12.646 -4.952 12.252
H -14.702 -5.361 12.000
H -13.630 -6.239 11.081
H -13.616 -6.669 12.788
H -11.842 -5.475 12.223
C -12.568 -3.750 15.200
O -11.242 -3.648 14.681
H -13.077 -4.710 15.118
H -12.506 -3.469 16.252
H -13.132 -2.975 14.682
H -10.697 -4.283 15.153
C -14.038 -3.569 8.578
O -13.949 -2.989 7.310
H -15.045 -3.982 8.627
H -13.436 -4.473 8.677
H -13.840 -2.859 9.380
H -13.057 -2.666 7.163
*
```

- Energy relative to the best compared isomer or geometry (same formula, charge and spin): 7.278 eV
- Lowest unoccupied orbital energy (spin up / spin down): -3.16 / -3.95 eV
- Gap between HOMO and LUMO (spin up / spin down): 0.23010 / 0.20087 Eh

Molecular formula: C11H44FeN22O15S
Method: DFT, wB97M-V/def2-TZVPD

```
! wB97M-V def2-TZVPD RIJCOSX def2/J DEFGRID3
* xyz 0 9
Fe -1.182 -3.136 -0.653
S 0.019 -0.144 0.067
O -1.380 0.274 0.143
O 0.638 0.413 -1.143
O 0.853 0.383 1.138
O 0.048 -1.622 -0.066
C -0.596 -0.099 -4.295
O -0.846 -0.518 -5.466
N -1.447 0.623 -3.509
N 0.657 -0.154 -3.795
H -1.270 0.754 -2.529
H -2.199 1.036 -4.052
H 1.425 -0.241 -4.507
H 0.776 0.102 -2.795
C 1.801 4.202 -2.052
O 1.885 4.576 -0.872
N 2.393 4.802 -3.099
N 1.313 2.982 -2.347
H 2.380 4.421 -4.025
H 2.775 5.716 -2.922
H 0.958 2.395 -1.615
H 1.325 2.588 -3.274
C 1.355 -1.979 3.839
O 1.216 -2.909 4.635
N 2.523 -1.842 3.111
N 0.475 -1.025 3.551
H 2.647 -1.378 2.229
H 3.213 -2.551 3.302
H 0.679 -0.415 2.761
H -0.470 -1.232 3.811
C -3.935 -1.680 -1.903
O -2.892 -2.334 -1.728
N -4.006 -0.362 -1.670
N -5.121 -2.280 -2.142
H -3.151 0.037 -1.318
H -4.849 0.161 -1.805
H -5.204 -3.279 -2.055
H -6.004 -1.805 -2.194
C 2.349 2.933 2.770
O 2.781 3.773 3.564
N 2.457 1.598 2.930
N 1.693 3.286 1.634
H 2.841 1.181 3.757
H 1.932 1.003 2.291
H 1.480 2.531 1.005
H 1.592 4.238 1.329
C -1.361 3.783 3.351
O -1.895 3.685 4.451
N -1.227 4.937 2.606
N -1.094 2.671 2.620
H -0.772 4.825 1.719
H -1.797 5.739 2.794
H -0.320 2.783 1.979
H -1.407 1.806 3.007
C 4.369 1.286 -2.118
O 5.408 1.225 -2.761
N 4.167 2.225 -1.165
N 3.335 0.403 -2.263
H 4.898 2.870 -0.929
H 3.272 2.348 -0.726
H 3.375 -0.231 -3.043
H 2.544 0.435 -1.635
C 1.259 -3.250 -2.426
O 0.009 -3.167 -2.291
N 2.137 -2.415 -1.853
N 1.794 -4.264 -3.135
H 1.679 -1.658 -1.369
H 3.015 -2.322 -2.339
H 1.230 -4.854 -3.721
H 2.787 -4.280 -3.295
C 0.248 -5.305 1.502
O -0.007 -4.400 0.689
N 0.806 -5.105 2.693
N 0.101 -6.629 1.215
H 0.894 -5.783 3.429
H 0.888 -4.158 3.048
H 0.026 -7.407 1.842
H -0.441 -6.700 0.360
C -2.743 -2.486 2.217
O -2.320 -2.868 1.102
N -3.422 -3.298 3.070
N -2.799 -1.194 2.564
H -3.457 -3.076 4.048
H -3.385 -4.230 2.673
H -3.079 -0.838 3.458
H -2.626 -0.598 1.761
C -2.357 3.593 -0.499
O -2.584 4.762 -0.814
N -3.308 2.722 -0.110
N -1.101 3.040 -0.627
H -4.283 2.907 0.024
H -2.927 1.911 0.346
H -1.127 2.049 -0.387
H -0.335 3.486 -1.095
*
```

- Lowest unoccupied orbital energy (spin up / spin down): -0.21 / -3.06 eV
- Gap between HOMO and LUMO (spin up / spin down): 0.13173 / 0.21121 Eh

Molecular formula: C11H44N22O15S
Method: DFT, wB97M-V/def2-TZVPD

```
! wB97M-V def2-TZVPD RIJCOSX def2/J DEFGRID3
* xyz -2 1
S 0.383 0.657 -0.207
O 0.528 -0.636 0.447
O 1.149 0.677 -1.438
O -0.990 0.848 -0.712
O 0.739 1.685 0.751
C -5.852 -1.036 2.285
O -6.523 -1.589 3.104
N -6.270 -0.973 1.065
N -4.634 -0.611 2.535
H -5.440 -0.948 0.490
H -7.197 -1.287 0.815
H -4.025 -1.021 3.228
H -4.147 -0.348 1.691
C 1.220 2.576 -7.884
O 0.603 2.793 -8.851
N 2.447 2.132 -7.869
N 0.795 2.780 -6.745
H 2.670 1.657 -7.006
H 2.875 1.700 -8.675
H -0.172 3.069 -6.720
H 1.154 2.492 -5.845
C 5.256 -4.194 2.789
O 6.236 -4.446 3.484
N 5.184 -4.553 1.514
N 4.164 -3.602 3.177
H 4.320 -4.792 1.049
H 6.007 -5.077 1.254
H 4.117 -3.500 4.181
H 3.413 -3.436 2.522
C 0.537 2.358 7.204
O -0.110 2.611 8.197
N 1.095 3.319 6.477
N 0.697 1.226 6.647
H 0.667 4.223 6.614
H 1.471 3.144 5.555
H 0.315 0.360 6.998
H 1.066 1.219 5.707
C -1.439 -7.696 -1.069
O -0.232 -7.918 -1.088
N -2.307 -8.623 -0.668
N -2.009 -6.706 -1.589
H -3.292 -8.591 -0.892
H -2.040 -9.577 -0.472
H -1.508 -5.861 -1.822
H -3.014 -6.790 -1.522
C 0.919 8.158 -0.760
O 1.234 9.358 -0.886
N 1.151 7.595 0.331
N 0.520 7.435 -1.762
H 1.561 8.138 1.077
H 1.034 6.596 0.424
H 0.099 6.567 -1.464
H 0.182 7.941 -2.568
C 4.244 -3.387 -4.360
O 4.883 -4.293 -4.872
N 3.088 -3.393 -3.849
N 4.571 -2.119 -4.528
H 2.651 -4.302 -3.880
H 2.852 -2.625 -3.236
H 5.411 -1.979 -5.072
H 3.994 -1.428 -4.072
C -1.057 -5.573 6.103
O -0.466 -4.983 6.942
N -1.354 -5.131 4.897
N -1.813 -6.600 6.308
H -1.983 -5.649 4.300
H -0.800 -4.388 4.495
H -1.830 -6.940 7.259
H -2.175 -7.130 5.527
C 6.423 4.125 0.632
O 7.461 4.574 0.854
N 5.731 3.581 1.610
N 5.802 4.268 -0.475
H 6.156 3.510 2.524
H 4.794 3.229 1.474
H 6.254 4.638 -1.299
H 4.918 3.779 -0.462
C -4.471 -0.181 -5.498
O -5.257 -0.525 -6.337
N -3.489 -0.955 -5.037
N -4.601 0.904 -4.752
H -3.295 -1.800 -5.557
H -2.920 -0.598 -4.283
H -4.082 0.887 -3.885
H -5.422 1.472 -4.902
C -5.273 5.331 1.373
O -6.261 6.002 1.364
N -4.969 4.658 0.283
N -4.405 5.009 2.284
H -4.188 4.020 0.221
H -5.537 4.776 -0.543
H -3.582 4.449 2.113
H -4.612 5.265 3.238
*
```

- Energy relative to the best compared isomer or geometry (same formula, charge and spin): 13.957 eV
- Lowest unoccupied orbital energy: 2.80 eV
- Gap between HOMO and LUMO: 0.14784 Eh

Molecular formula: C11H44O11
Method: DFT, wB97M-V/def2-TZVPD

```
! wB97M-V def2-TZVPD RIJCOSX def2/J DEFGRID3
* xyz -1 2
C 4.152 -2.538 0.923
O 3.364 -1.436 0.994
H 4.274 -2.897 1.945
H 3.762 -3.355 0.316
H 5.178 -2.341 0.613
H 2.507 -1.688 1.344
C 2.896 0.822 3.557
O 3.811 0.767 2.496
H 2.978 1.757 4.111
H 1.912 0.668 3.114
H 3.006 -0.017 4.244
H 3.639 -0.053 2.027
C 0.785 -0.206 -0.518
O -0.621 0.168 -0.754
H 1.023 -1.211 -0.867
H 1.367 0.453 -1.161
H 1.044 -0.134 0.539
H -1.219 -0.486 -0.385
C 0.859 4.257 -1.093
O -0.376 4.599 -1.631
H 0.968 3.188 -1.279
H 1.664 4.805 -1.583
H 0.974 4.596 -0.064
H -0.952 3.841 -1.508
C -4.718 0.498 0.187
O -5.601 0.354 1.286
H -4.844 -0.243 -0.602
H -4.825 1.444 -0.343
H -3.679 0.457 0.513
H -6.026 -0.494 1.142
C 3.402 2.058 -3.721
O 4.650 1.450 -3.256
H 3.117 2.945 -3.154
H 3.441 2.320 -4.778
H 2.604 1.331 -3.574
H 4.630 0.529 -3.528
C -2.503 -2.532 1.198
O -2.356 -1.927 -0.060
H -1.650 -2.290 1.833
H -3.429 -2.191 1.659
H -2.563 -3.621 1.190
H -2.980 -2.398 -0.617
C -1.107 1.150 2.570
O -0.730 -0.070 3.124
H -0.268 1.770 2.253
H -1.826 0.919 1.785
H -1.679 1.797 3.235
H -1.441 -0.476 3.627
C -2.465 2.538 -2.766
O -1.953 2.552 -1.434
H -2.301 3.541 -3.160
H -1.961 1.834 -3.429
H -3.523 2.277 -2.751
H -1.560 1.747 -1.089
C -1.260 -1.885 -3.547
O -1.265 -3.058 -4.279
H -1.532 -2.051 -2.504
H -0.324 -1.338 -3.663
H -2.103 -1.241 -3.798
H -0.846 -3.758 -3.773
C 0.834 -3.228 3.280
O 1.141 -2.070 2.670
H 0.815 -3.995 2.506
H 1.536 -3.431 4.089
H -0.148 -3.148 3.744
H 0.297 -1.627 2.558
*
```

- Energy relative to the best compared isomer or geometry (same formula, charge and spin): 0.054 eV
- Lowest unoccupied orbital energy (spin up / spin down): 2.51 / 2.44 eV
- Gap between HOMO and LUMO (spin up / spin down): 0.08903 / 0.36213 Eh

Molecular formula: C11H44O15
Method: DFT, wB97M-V/def2-TZVPD

```
! wB97M-V def2-TZVPD RIJCOSX def2/J DEFGRID3
* xyz 0 1
C -6.149 8.494 19.011
C -6.264 9.614 20.048
C -6.538 11.044 19.489
O -7.310 9.298 20.943
H -5.206 8.572 18.470
H -6.978 8.569 18.307
H -6.228 7.509 19.470
H -5.319 9.599 20.591
H -5.858 11.288 18.673
H -6.374 11.844 20.212
H -7.521 11.102 19.023
H -8.171 9.375 20.524
O -6.274 7.479 26.564
C -5.941 6.229 26.004
C -7.059 5.430 25.389
O -7.893 4.966 26.472
H -5.428 7.857 26.816
H -5.106 6.419 25.331
H -5.477 5.612 26.774
H -6.685 4.523 24.913
H -7.670 6.012 24.699
H -8.345 5.690 26.911
O -7.939 2.726 14.640
C -7.814 3.980 15.307
C -8.863 4.215 16.392
O -10.025 4.860 16.035
H -7.209 2.640 14.022
H -6.888 3.891 15.876
H -7.651 4.852 14.673
H -8.400 4.867 17.132
H -9.192 3.294 16.873
H -10.737 4.343 16.419
O -5.986 4.787 19.434
C -7.269 4.542 19.957
C -7.557 5.224 21.291
O -7.465 4.425 22.482
H -5.707 4.049 18.887
H -7.920 5.021 19.225
H -7.536 3.486 19.980
H -8.507 5.758 21.249
H -6.997 6.146 21.450
H -8.168 3.773 22.441
O -12.283 7.800 18.600
C -12.511 6.807 19.637
C -11.160 6.253 20.122
O -10.405 7.287 20.699
H -11.623 8.425 18.908
H -13.023 7.245 20.494
H -13.132 6.017 19.216
H -10.738 5.785 19.233
H -11.364 5.567 20.945
H -10.305 8.008 20.072
O -3.699 4.153 17.303
H -3.905 3.326 17.737
H -2.808 4.359 17.589
O -9.474 2.603 23.030
H -9.311 1.662 22.957
H -9.632 2.748 23.962
O -4.758 3.332 22.734
H -5.017 2.447 22.990
H -5.586 3.791 22.588
O -3.767 6.187 21.040
H -3.422 6.624 20.261
H -4.483 5.643 20.712
O -4.725 1.765 18.265
H -5.584 1.529 17.914
H -4.412 0.965 18.688
O -9.990 6.228 23.559
H -9.045 6.261 23.410
H -10.374 6.538 22.739
*
```

- Energy relative to the best compared isomer or geometry (same formula, charge and spin): 1.052 eV
- Lowest unoccupied orbital energy: -0.13 eV
- Gap between HOMO and LUMO: 0.35680 Eh
- SMILES string: CC(C)O.OCCO.OCCO.OCCO.OCCO.O.O.O.O.O.O